1.
16
Properties=species:S:1:pos:R:3:nbo_charge:R:1 method="wB97M-V/def2-TZVPD" homo_energy_ev=-10.0 smiles="C[Si](C)(C)C(=O)Cl" de_lowest_kj_mol=181.8 homo_lumo_gap_ev=10.583 lumo_energy_ev=0.5409 total_charge=0
C -0.092 0.753 -2.333 0.2281
C -1.648 0.724 0.241 -1.1087
C 0.386 -1.528 -0.450 -1.0892
C 1.584 1.343 0.133 -1.1124
O -0.877 1.292 -3.034 -0.4850
Si 0.081 0.356 -0.478 1.5031
Cl 1.241 -0.049 -3.330 -0.1912
H -1.717 0.803 1.383 0.2540
H -1.790 1.682 -0.288 0.2426
H -2.355 -0.089 -0.136 0.2534
H 0.465 -1.827 0.534 0.2330
H -0.485 -2.069 -0.945 0.2433
H 1.160 -1.786 -1.165 0.2583
H 1.450 1.851 1.106 0.2577
H 2.467 0.661 -0.016 0.2626
H 1.613 2.262 -0.402 0.2505

2.
56
Properties=species:S:1:pos:R:3:nbo_charge:R:1 method="wB97M-V/def2-TZVPD" homo_energy_ev="-4.9 / -7.0" s2=6.10 multiplicity=5 homo_lumo_gap_ev="5.021 / 5.903" lumo_energy_ev="0.1205 / -1.0477" total_charge=0
Pt 0.499 -0.122 -0.539 0.4289
Si 0.909 -1.258 -2.541 0.7765
P 2.185 1.295 -0.720 1.0228
N -0.865 0.965 -1.323 -0.6806
H -0.882 -1.196 -0.396 -0.0308
C 2.539 2.409 0.702 -0.9563
H 3.475 2.961 0.491 0.2225
H 2.648 1.752 1.584 0.2699
H 1.690 3.108 0.816 0.2407
C 3.822 0.507 -1.021 -0.9620
H 4.566 1.321 -1.131 0.2245
H 3.755 -0.103 -1.939 0.2456
H 4.024 -0.118 -0.132 0.2733
C 1.946 2.437 -2.163 -0.9493
H 2.900 2.933 -2.395 0.2280
H 1.179 3.186 -1.902 0.2499
H 1.600 1.853 -3.033 0.2508
C 1.400 -2.992 -2.094 -1.1373
H 0.727 -3.457 -1.340 0.2480
H 2.444 -3.031 -1.712 0.2325
H 1.349 -3.615 -3.016 0.2307
H -0.320 -1.357 -3.359 -0.1728
H 1.998 -0.595 -3.286 -0.2026
C -1.583 1.951 -1.826 0.0678
C -2.825 4.018 -1.550 -0.2234
C -2.095 2.973 -1.001 -0.2075
C -1.796 1.983 -3.237 -0.1962
C -2.492 3.028 -3.815 -0.2149
C -2.997 4.053 -2.962 -0.2046
H -3.255 4.808 -0.916 0.2182
H -1.872 2.890 0.052 0.2106
H -1.367 1.166 -3.820 0.2223
H -2.661 3.081 -4.911 0.2193
H -3.549 4.902 -3.408 0.2109
C 2.133 -1.680 2.345 0.6151
O 2.733 -0.732 1.810 -0.5943
C 1.076 -1.476 3.375 -0.7446
H 1.124 -1.979 4.375 0.2466
H 0.127 -1.795 2.862 0.2584
H 0.900 -0.418 3.590 0.2318
C 2.268 -3.104 1.865 -0.7390
H 3.240 -3.616 2.021 0.2475
H 2.181 -2.999 0.771 0.2530
H 1.474 -3.748 2.242 0.2263
S -2.331 -1.614 -0.263 0.0319
C -2.435 -1.656 1.452 -0.0750
N -2.799 -0.503 2.112 -0.5688
C -3.207 -0.504 3.424 -0.0418
C -3.254 -1.699 4.108 -0.2377
C -2.892 -2.893 3.468 -0.3314
C -2.468 -2.866 2.142 -0.2155
H -2.791 0.368 1.577 0.4167
H -3.462 0.472 3.844 0.2082
H -3.582 -1.703 5.150 0.2206
H -2.938 -3.841 4.001 0.2101
H -2.194 -3.749 1.576 0.2268

3.
13
Properties=species:S:1:pos:R:3:nbo_charge:R:1 method="wB97M-V/def2-TZVPD" homo_energy_ev=-10.2 smiles=OCC1CC1 de_lowest_kj_mol=102.1 homo_lumo_gap_ev=11.231 lumo_energy_ev=1.0721 total_charge=0
O -0.948 -2.166 -0.047 -0.7111
C 0.161 -1.298 -0.163 -0.0542
C -0.245 0.130 -0.438 -0.2644
C 0.798 1.205 -0.365 -0.4177
C -0.271 1.131 0.688 -0.4254
H -1.542 -1.790 0.616 0.4625
H 0.759 -1.695 -0.991 0.1802
H 0.797 -1.323 0.741 0.1521
H -1.010 0.225 -1.205 0.2198
H 1.808 0.904 -0.096 0.2127
H 0.749 2.012 -1.091 0.2187
H 0.019 0.788 1.680 0.2100
H -1.041 1.898 0.687 0.2168

4.
52
Properties=species:S:1:pos:R:3:nbo_charge:R:1 method="wB97M-V/def2-TZVPD" homo_energy_ev=-7.8 smiles="CCOCCOC(=O)COc1ccc2c(=O)c(Oc3ccc(OC)cc3)coc2c1" de_lowest_kj_mol=10.7 homo_lumo_gap_ev=8.099 lumo_energy_ev=0.3217 total_charge=0
C 6.718 3.661 -0.532 -0.6446
C 5.942 4.977 -0.566 -0.0676
O 5.257 5.216 -1.783 -0.5304
C 4.200 4.345 -2.091 -0.0967
C 2.968 4.506 -1.188 -0.1149
H 2.783 5.562 -0.984 0.2072
H 2.105 4.051 -1.681 0.2067
O 3.137 3.900 0.099 -0.5144
C 3.026 2.573 0.163 0.7664
O 2.759 1.855 -0.759 -0.5773
C 3.298 2.099 1.591 -0.1749
O 3.089 0.723 1.749 -0.4697
C 1.836 0.223 1.602 0.3562
C 0.694 0.983 1.425 -0.3687
C -0.544 0.351 1.300 0.4191
C -0.650 -1.042 1.362 -0.2602
C 0.520 -1.790 1.555 -0.1166
C 1.738 -1.177 1.669 -0.2691
H 2.644 -1.743 1.808 0.2302
H 0.422 -2.864 1.603 0.2423
C -1.949 -1.710 1.255 0.4854
O -2.107 -2.912 1.386 -0.5630
C -3.052 -0.763 1.003 0.1145
C -2.823 0.567 0.967 0.1446
O -1.623 1.149 1.128 -0.4379
H -3.618 1.285 0.829 0.2089
O -4.340 -1.202 0.917 -0.4743
C -4.578 -2.376 0.226 0.2792
C -5.588 -3.204 0.688 -0.2474
C -5.923 -4.354 -0.004 -0.2425
C -5.243 -4.690 -1.169 0.2673
C -4.233 -3.846 -1.633 -0.2245
C -3.906 -2.697 -0.948 -0.2472
H -3.125 -2.048 -1.319 0.2194
H -3.715 -4.115 -2.539 0.2227
O -5.486 -5.798 -1.927 -0.4944
C -6.471 -6.702 -1.492 -0.2510
H -7.461 -6.236 -1.460 0.1730
H -6.478 -7.506 -2.227 0.1987
H -6.231 -7.116 -0.507 0.1753
H -6.711 -4.981 0.383 0.2100
H -6.108 -2.941 1.596 0.2221
H 0.711 2.059 1.363 0.2235
H 2.701 2.696 2.293 0.2065
H 4.357 2.265 1.813 0.2301
H 4.519 3.296 -2.080 0.1846
H 3.908 4.609 -3.110 0.2033
H 6.639 5.815 -0.492 0.1887
H 5.247 5.025 0.282 0.1677
H 7.350 3.580 -1.413 0.2180
H 6.050 2.802 -0.502 0.1986
H 7.345 3.637 0.354 0.2171

5.
107
Properties=species:S:1:pos:R:3:lowdin_charge:R:1 method="wB97M-V/def2-TZVPD" homo_energy_ev=-4.5 homo_lumo_gap_ev=6.462 lumo_energy_ev=1.9137 total_charge=-1
C -4.801 -3.539 -4.509 -0.0688
C -4.812 -3.512 -2.981 -0.3044
O -3.924 -4.472 -2.441 -0.1625
C -3.019 -3.822 -1.515 -0.1961
C -2.164 -4.882 -0.813 -0.1585
C -0.662 -4.533 -0.865 -0.1902
C -0.146 -3.872 0.447 -0.1861
C 0.897 -2.814 0.090 -0.1359
C 0.872 -1.517 0.983 -0.3731
C 2.305 -0.930 0.822 -0.1887
C 3.311 -1.411 1.865 -0.2272
C 4.620 -0.615 1.760 -0.2394
C 5.251 -0.606 0.350 -0.2365
S 5.025 0.887 -0.631 0.3475
O 4.026 0.632 -1.612 -0.3206
O 6.270 1.278 -1.219 -0.3647
Cl 4.430 2.426 0.575 0.4600
N 0.517 -1.925 2.329 -0.0148
C -0.102 -1.028 3.228 -0.6158
I 0.887 0.950 3.445 0.8242
C -1.654 -0.930 3.062 -0.2575
C -2.241 0.475 3.160 -0.1895
C -0.144 -0.558 0.270 -0.6554
O -1.188 -1.131 -0.175 -0.0541
O 0.114 0.659 0.151 -0.0686
H -5.535 -2.822 -4.872 0.0367
H -3.804 -3.219 -4.809 0.0810
H -5.031 -4.531 -4.892 0.0765
H -4.528 -2.499 -2.692 0.1117
H -5.839 -3.660 -2.621 0.1082
H -2.416 -3.125 -2.096 0.1185
H -3.613 -3.297 -0.765 0.1200
H -2.514 -4.993 0.207 0.0814
H -2.306 -5.809 -1.372 0.1041
H -0.050 -5.410 -1.093 0.0971
H -0.525 -3.862 -1.712 0.0933
H 0.292 -4.686 1.029 0.1026
H -1.005 -3.463 0.961 0.0729
H 1.896 -3.245 0.267 0.1036
H 0.865 -2.513 -0.951 0.1145
H 2.271 0.159 0.879 0.0594
H 2.617 -1.166 -0.196 0.1039
H 3.500 -2.489 1.830 0.1114
H 2.914 -1.197 2.858 0.0608
H 4.510 0.374 2.197 0.0654
H 5.339 -1.140 2.396 0.1060
H 4.806 -1.407 -0.232 0.1062
H 6.322 -0.760 0.443 0.0968
H 1.134 -2.591 2.760 0.1214
H 0.038 -1.450 4.220 0.0670
H -1.964 -1.386 2.124 0.0899
H -2.121 -1.505 3.870 0.0803
H -2.070 0.923 4.136 0.0358
H -1.938 1.125 2.344 0.0515
H -3.331 0.379 3.074 0.0671
C -5.832 -5.642 5.552 -0.0271
C -4.576 -4.894 5.175 -0.3416
C -4.705 -3.392 5.195 -0.0948
O -3.720 -2.986 4.238 0.0399
C -3.592 -4.010 3.347 -0.5259
O -3.015 -3.943 2.320 0.1914
O -4.231 -5.126 3.805 0.0862
H -5.724 -6.703 5.330 0.0861
H -6.047 -5.525 6.615 0.0873
H -6.686 -5.280 4.979 0.0880
H -3.738 -5.228 5.794 0.1579
H -4.491 -2.959 6.170 0.1390
H -5.683 -3.042 4.852 0.1393
C 5.035 5.664 -0.550 -0.0230
C 4.954 6.904 0.303 -0.3307
C 3.596 7.163 0.900 -0.0798
O 3.610 8.594 1.051 0.0675
C 4.441 9.090 0.104 -0.5634
O 4.536 10.242 -0.175 0.1539
O 5.151 8.096 -0.489 0.0631
H 5.976 5.639 -1.102 0.0862
H 4.966 4.764 0.060 0.0031
H 4.233 5.644 -1.290 0.0984
H 5.729 6.883 1.070 0.1419
H 3.449 6.675 1.860 0.1426
H 2.775 6.895 0.231 0.1420
C 10.517 8.582 -1.392 -0.0232
C 9.704 7.609 -0.575 -0.3276
C 8.288 8.048 -0.298 -0.0938
O 8.002 7.370 0.935 0.0449
C 9.185 7.197 1.581 -0.5539
O 9.291 6.845 2.709 0.1706
O 10.227 7.486 0.760 0.0851
H 11.569 8.296 -1.388 0.0863
H 10.163 8.610 -2.422 0.0910
H 10.457 9.587 -0.972 0.0891
H 9.729 6.617 -1.036 0.1607
H 7.590 7.752 -1.075 0.1298
H 8.197 9.123 -0.128 0.1465
C -10.273 -3.613 -4.956 -0.0243
C -9.349 -2.461 -5.263 -0.3336
C -9.708 -1.673 -6.499 -0.1023
O -8.436 -1.159 -6.907 0.0625
C -7.489 -2.031 -6.464 -0.5519
O -6.349 -2.011 -6.786 0.1697
O -8.035 -2.929 -5.601 0.0777
H -9.848 -4.244 -4.176 0.0892
H -11.246 -3.250 -4.624 0.0884
H -10.415 -4.243 -5.835 0.0878
H -9.257 -1.809 -4.390 0.1610
H -10.407 -0.863 -6.303 0.1370
H -10.100 -2.301 -7.304 0.1368

6.
24
Properties=species:S:1:pos:R:3:nbo_charge:R:1 method="wB97M-V/def2-TZVPD" homo_energy_ev=-12.3 de_lowest_kj_mol=211.2 homo_lumo_gap_ev=9.087 lumo_energy_ev=-3.2532 total_charge=+1
C 3.453 -0.085 -0.602 -0.1719
C 3.065 0.072 0.697 0.4723
C 1.242 -0.375 -0.481 0.2628
C -1.489 0.309 1.306 -0.5553
C -2.356 -1.681 0.122 -0.6679
C -2.496 1.721 -1.102 -0.2623
C -2.000 -0.222 0.217 0.3422
N 1.744 -0.265 0.793 -0.4902
N 2.287 -0.445 -1.262 -0.4354
O 3.656 0.561 1.791 -0.6278
O -2.149 0.379 -1.052 -0.5280
H 4.416 -0.097 -0.928 0.2487
H 0.260 -0.632 -0.788 0.2678
H -1.178 1.229 1.304 0.1915
H -1.324 -0.207 2.231 0.2199
H -3.389 -1.890 0.021 0.2459
H -2.044 -2.346 1.094 0.2208
H -1.842 -2.180 -0.715 0.2213
H -3.532 1.643 -1.440 0.1996
H -1.898 2.134 -1.922 0.1913
H -2.450 2.323 -0.192 0.1923
H 1.186 -0.164 1.627 0.4649
H 2.219 -0.665 -2.302 0.4703
H 4.618 0.882 1.582 0.5272